[1]
65
Properties=species:S:1:pos:R:3:forces:R:3 method="wB97M-V/def2-TZVPD" total_charge=-2 spin_multiplicity=1 homo_lumo_gap_ev=5.906 energy_ev=-132264.5418 homo_energy_ev=-1.85
Ba -0.8863 -0.4931 0.8803 0.52 0.38 0.30
O 2.6259 -0.4714 -5.0569 -0.04 0.02 -0.06
C 2.0123 -0.7520 -3.8647 -0.06 -0.02 0.09
C 2.7436 -1.0621 -2.7295 -0.05 0.00 0.06
C 2.0598 -1.3122 -1.5465 0.16 0.04 -0.08
N 0.7334 -1.2773 -1.4755 -0.24 0.00 0.21
C 0.0345 -1.0155 -2.5793 -0.11 0.08 -0.34
C 0.6274 -0.7316 -3.8016 0.22 -0.05 0.04
C -1.5057 -1.0439 -2.5047 -0.10 -0.22 -0.31
O -2.1112 -1.0388 -3.5866 0.12 0.14 0.13
O -1.9966 -1.0970 -1.3477 -0.16 0.02 0.06
C 2.8721 -1.6134 -0.2669 0.10 0.05 -0.02
O 4.0974 -1.7344 -0.4244 -0.10 -0.03 0.02
O 2.2094 -1.6773 0.8014 -0.07 0.05 0.08
H 3.5755 -0.5144 -4.9101 0.05 0.00 0.00
H 3.8263 -1.1096 -2.7125 0.00 0.00 -0.02
H 0.0097 -0.5216 -4.6623 -0.02 -0.02 0.01
N -0.1163 -3.3179 1.1489 -0.18 0.06 0.03
N -0.4866 -3.8327 2.4043 0.08 -0.01 0.07
C -1.5884 -3.2048 3.0906 -0.04 -0.27 0.18
O -2.1713 -3.9386 3.9010 0.03 0.10 -0.08
O -1.7598 -1.9843 2.8376 -0.03 -0.01 0.07
H -0.4484 -3.8842 0.3799 0.01 0.04 -0.04
H 0.8762 -3.1167 1.0775 0.02 -0.08 -0.04
H -0.5605 -4.8380 2.4630 0.01 -0.01 -0.01
N -0.1865 1.9578 -0.3980 -0.42 0.16 -0.42
C 0.9252 2.5081 -1.1557 0.08 0.13 0.03
C 2.0751 2.8874 -0.2312 -0.10 -0.13 0.11
C 2.6508 1.6964 0.5338 0.16 0.05 -0.09
N 1.8028 1.2139 1.6226 -0.04 -0.07 -0.10
H -1.0290 1.9459 -0.9765 0.06 0.06 -0.05
H -0.4476 2.5760 0.3680 0.08 -0.10 0.09
H 0.6370 3.3969 -1.7406 0.02 -0.02 -0.02
H 1.2741 1.7508 -1.8689 0.00 0.02 -0.02
H 1.7293 3.6611 0.4658 0.01 -0.05 0.06
H 2.8787 3.3425 -0.8182 0.00 -0.03 -0.06
H 3.6648 1.9541 0.8800 -0.06 0.01 0.03
H 2.7848 0.8747 -0.1766 -0.03 0.07 0.08
H 1.8460 1.8261 2.4295 0.04 -0.07 -0.02
H 2.1604 0.3093 1.9069 0.08 0.10 -0.01
Br -6.4785 0.0699 -1.6205 -0.07 -0.03 0.04
C -4.9994 0.9664 -2.3845 0.06 0.01 -0.06
C -5.0000 1.2789 -3.7297 0.10 0.03 0.04
C -3.8831 1.9202 -4.2408 -0.06 -0.02 -0.02
C -2.8336 2.2036 -3.3834 -0.02 -0.07 0.01
N -2.8444 1.8978 -2.0912 0.09 0.08 -0.10
C -3.9074 1.2849 -1.5914 -0.07 -0.08 0.04
H -5.8399 1.0141 -4.3570 -0.01 0.00 -0.01
H -3.8164 2.1725 -5.2909 -0.01 0.00 0.00
H -1.9341 2.6843 -3.7551 -0.01 0.00 0.02
H -3.8913 1.0305 -0.5370 0.04 0.09 -0.03
N 1.4834 -2.4990 4.5584 0.02 0.09 -0.04
C 2.2278 -1.3144 4.1331 -0.02 0.06 0.09
C 1.7259 -0.0629 4.8557 0.02 -0.14 -0.07
O 0.8038 -0.3073 5.7846 0.01 -0.03 0.05
O 2.1571 1.0430 4.6458 0.01 -0.01 0.05
H 2.0848 -3.3099 4.5840 0.02 0.00 0.06
H 0.7532 -2.7273 3.8860 -0.03 -0.07 -0.02
H 0.6622 -1.2833 5.7532 -0.01 0.02 -0.06
H 2.2212 -1.1712 3.0499 -0.01 0.02 0.09
H 3.2785 -1.3901 4.4196 0.02 -0.10 -0.02
Cl -2.6840 3.7467 1.2975 0.12 -0.25 -0.07
C -2.1587 2.0629 2.1117 -0.31 0.35 -0.02
H -3.0861 1.8888 2.6757 0.05 -0.14 0.04
H -1.4795 2.4829 2.8699 0.07 -0.17 0.02


[2]
55
Properties=species:S:1:pos:R:3:forces:R:3 method="wB97M-V/def2-TZVPD" total_charge=+4 spin_multiplicity=1 homo_lumo_gap_ev="6.040 / 6.065" energy_ev=-55400.6419 homo_energy_ev="-20.44 / -20.47"
N -1.6893 -3.1213 -0.0231 -0.04 -0.84 -0.60
C -2.0545 -4.2056 -0.2199 0.07 0.93 0.51
C -2.6221 -5.5473 -0.3451 -0.18 -0.23 -0.13
H -2.1766 -6.2159 0.4145 -0.23 0.34 -0.36
H -2.4471 -5.9632 -1.3552 -0.07 0.24 0.53
H -3.7140 -5.4611 -0.1754 0.57 -0.15 -0.07
N -1.3816 1.4255 -3.6528 0.91 0.66 -0.14
C -0.9400 2.2530 -4.3348 -0.51 -0.56 0.39
C -0.4954 3.3263 -5.2234 0.24 0.38 -0.11
H -0.4412 2.9602 -6.2630 -0.04 0.16 0.45
H 0.4924 3.7408 -4.9204 -0.68 -0.40 -0.18
H -1.2386 4.1378 -5.1616 0.27 -0.27 -0.14
N 2.3458 -0.6965 3.3795 1.09 0.90 0.30
C 3.3063 -0.1109 3.6751 -1.28 -0.86 -0.94
C 4.5369 0.6522 3.7983 0.69 -0.21 -0.25
H 4.2980 1.7174 3.7798 0.17 -0.09 0.14
H 5.1863 0.3982 2.9268 -0.44 0.24 0.65
H 5.0940 0.3877 4.7034 -0.21 0.16 -0.10
Ce 2.5223 -0.9438 -1.6147 -7.60 7.88 5.68
C 2.1193 1.6960 -0.7751 -2.02 4.97 1.50
O 1.6764 2.7147 -0.4594 1.92 -4.18 -1.29
C -2.0168 -0.3629 -0.9029 -5.00 -1.55 -4.69
O -2.6164 -0.7355 -1.8409 3.29 1.80 4.59
C 2.4638 -2.7226 -3.0179 -0.66 -1.84 0.36
C 3.1350 -3.0900 -1.8284 2.92 -3.13 -1.20
C 4.2341 -2.3359 -1.3967 0.63 -4.47 -0.01
C 4.6959 -1.2602 -2.1589 1.03 1.77 0.07
C 4.0481 -0.9118 -3.3585 0.48 -0.63 -3.08
C 2.9203 -1.6248 -3.7676 2.02 0.15 -2.50
H 1.6233 -3.3047 -3.3666 -0.11 -0.06 0.02
H 2.7283 -3.9091 -1.2504 0.16 -0.10 0.27
H 4.5809 -2.5161 -0.3990 0.59 -0.22 0.39
H 5.3879 -0.5508 -1.7142 0.39 -0.26 -0.19
H 4.2514 0.0348 -3.8727 0.39 -0.43 0.05
H 2.3247 -1.3524 -4.6296 0.26 0.28 -0.23
C -2.7161 2.7789 -0.0372 -0.39 0.15 -0.88
N -2.8195 2.2770 1.3357 1.56 -1.58 -0.79
C -3.4294 3.1902 2.2978 -0.26 0.81 0.57
C -2.1592 1.1859 1.7110 -2.17 1.80 1.67
S -1.2486 0.1335 0.4371 2.09 -0.24 1.07
N -2.0532 0.7880 2.9837 0.33 -0.65 -2.05
C -3.2108 0.8249 3.8873 -0.97 0.21 0.76
C -0.9878 -0.1357 3.3901 0.67 -0.27 0.06
H -3.3886 3.6311 -0.1206 0.05 -0.20 -0.20
H -3.0062 2.0398 -0.7794 -0.25 0.04 0.01
H -1.7035 3.1221 -0.2858 -0.08 -0.05 0.40
H -4.3847 2.7959 2.6551 0.17 0.03 -0.09
H -2.7648 3.3866 3.1417 0.00 -0.07 -0.16
H -3.6278 4.1303 1.7817 0.09 -0.16 0.15
H -3.0519 0.0505 4.6401 -0.10 0.08 -0.20
H -3.2806 1.7886 4.4028 0.04 -0.36 -0.05
H -4.1511 0.6187 3.3617 0.30 0.01 0.07
H -1.1346 -1.1351 2.9623 -0.15 0.06 0.18
H 0.0055 0.2248 3.1054 -0.16 0.05 0.09
H -1.0250 -0.1983 4.4804 0.18 -0.06 -0.27


[3]
75
Properties=species:S:1:pos:R:3:forces:R:3 method="wB97M-V/def2-TZVPD" total_charge=+1 spin_multiplicity=1 homo_lumo_gap_ev=7.614 energy_ev=-133617.5527 homo_energy_ev=-12.41
C 4.5653 -3.7510 -0.9289 0.59 -0.22 -0.25
C 4.6534 -4.2004 -2.3607 -0.37 0.26 -0.23
Cl 6.0694 -5.0288 -2.8539 0.01 -0.02 0.23
C 3.6827 -3.9790 -3.2501 0.30 -0.20 0.24
Cl 3.7549 -4.5209 -4.8900 -0.21 0.14 0.03
C 2.4524 -3.2466 -2.8751 -0.14 0.46 -0.08
N 1.5342 -3.9158 -2.2314 0.12 0.05 -0.43
N 0.4198 -3.2621 -1.9334 -1.34 -0.53 0.31
P -0.7852 -4.2753 -1.0720 -0.71 -1.28 2.16
O -0.9664 -3.8026 0.2911 0.10 0.68 -0.23
O -2.0932 -4.3052 -1.9572 0.69 0.29 -0.21
O -0.2127 -5.7433 -1.0807 0.22 0.91 -1.33
C 0.1209 -1.9881 -2.1790 0.81 0.77 -0.55
C -1.1810 -1.3808 -1.7865 -0.25 0.37 0.29
C -1.0674 -0.2226 -0.7652 -0.13 0.25 -0.05
C -1.8946 0.9951 -1.1534 0.08 0.38 -0.43
O -1.5685 2.1064 -0.8599 0.08 -0.04 0.41
O -3.0675 0.7711 -1.8260 0.85 1.12 -0.82
C 1.0940 -1.2164 -2.8716 -0.03 -1.03 0.07
C 0.8391 0.2212 -3.2358 0.50 0.17 0.41
O 1.4284 1.1296 -2.3016 -0.23 0.56 0.08
O 2.2235 0.4116 -1.3685 0.18 -0.89 0.17
C 2.2673 -1.8720 -3.2139 0.41 0.62 -0.22
C 3.3757 -1.1474 -3.9640 -0.36 -0.60 -0.04
C 4.3898 -0.4197 -3.1012 -0.15 1.28 0.13
O 4.5399 0.7539 -3.1109 0.18 -0.81 -0.10
F 5.1155 -1.2101 -2.2886 -0.24 -0.13 -0.26
H 3.9926 -2.8340 -0.8114 -0.24 -0.17 0.00
H 5.5747 -3.5243 -0.5859 -0.07 -0.11 0.13
H 4.1541 -4.5733 -0.3415 0.00 0.17 0.18
H -2.8462 -4.0533 -1.3854 -0.34 -0.06 -0.14
H -0.0764 -6.0186 -2.0049 0.17 -0.58 0.27
H -1.6102 -0.9719 -2.7022 0.01 -0.26 -0.10
H -1.9121 -2.0773 -1.4086 0.17 -0.09 -0.12
H -1.4652 -0.5241 0.2054 0.14 -0.26 -0.06
H -0.0526 0.1308 -0.6068 0.03 -0.09 -0.06
H -2.8808 0.5750 -2.7515 -0.24 0.02 -0.05
H -0.2212 0.4676 -3.2656 -0.01 -0.13 -0.11
H 1.2827 0.4424 -4.2068 -0.20 -0.07 -0.08
H 2.1960 0.9551 -0.5622 0.10 0.60 -0.18
H 2.9383 -0.3859 -4.6008 0.12 0.04 -0.01
H 3.8661 -1.8731 -4.6156 0.21 0.09 0.12
C 0.7108 4.7203 0.0957 -0.32 -0.37 -0.25
C 0.3901 4.3783 1.5327 -0.08 0.55 0.09
O 1.3697 3.3837 1.8873 -0.01 -0.24 -0.33
S 2.7348 3.6837 1.1117 -0.44 0.43 0.00
O 3.6201 4.3763 1.9692 0.25 -0.16 -0.11
O 3.1332 2.4884 0.4444 0.00 -0.32 0.11
O 2.1508 4.7024 0.0373 0.02 0.03 0.29
H 0.3286 3.9628 -0.5916 -0.01 0.01 0.04
H 0.3324 5.6955 -0.1961 0.26 0.10 0.01
H -0.6136 3.9829 1.6544 0.10 -0.23 0.04
H 0.5227 5.2368 2.1904 -0.02 0.00 -0.01
C -1.8338 3.5856 6.1238 -0.20 -0.31 -0.24
C -0.4985 3.6172 5.4113 0.32 0.07 0.39
O -0.6376 4.6689 4.4451 -0.34 -0.18 -0.01
S -1.6034 5.8130 5.0305 0.02 -0.14 0.15
O -0.8110 6.8509 5.5757 -0.11 0.13 -0.04
O -2.6148 6.0608 4.0683 0.10 0.09 -0.11
O -2.2179 4.9595 6.2372 0.30 0.04 -0.01
H -2.5908 3.0670 5.5308 0.02 -0.02 0.00
H -1.7710 3.1301 7.1082 -0.04 0.22 0.10
H -0.2613 2.6782 4.9186 -0.02 0.12 -0.23
H 0.3122 3.8845 6.0916 -0.01 -0.04 0.02
C -4.3126 -1.3384 2.6517 -0.03 0.46 0.14
C -5.7609 -1.4716 2.2361 -0.12 -0.45 0.35
O -5.7293 -1.3286 0.8041 0.31 0.13 -0.15
S -4.3775 -1.9318 0.2349 -0.20 0.35 0.77
O -4.6024 -3.2561 -0.2356 0.42 -0.23 -0.39
O -3.7581 -0.9599 -0.6068 -0.81 -1.48 0.81
O -3.5788 -2.0170 1.6163 -0.26 -0.15 -0.19
H -3.9959 -0.2938 2.6677 -0.02 -0.01 0.00
H -4.1106 -1.7929 3.6173 0.13 -0.20 -0.13
H -6.3977 -0.7122 2.6790 -0.03 0.12 -0.27
H -6.1575 -2.4605 2.4709 0.01 0.01 0.02


[4]
55
Properties=species:S:1:pos:R:3:forces:R:3 method="wB97M-V/def2-TZVPD" total_charge=+2 spin_multiplicity=5 relative_energy_kcal_mol=9.7 homo_lumo_gap_ev="7.863 / 8.717" s2=6.015 energy_ev=-70930.9392 homo_energy_ev="-13.65 / -14.77"
Cr 0.6711 0.3524 -0.8872 0.62 0.69 0.81
C 3.7465 1.3173 -1.1423 0.13 -0.04 0.04
C 2.8624 1.9846 -2.1805 -0.15 0.04 -0.05
N 1.4735 2.2369 -1.7007 -0.03 -0.07 0.12
C 1.3486 3.4820 -0.8974 0.05 -0.08 -0.07
C 1.9059 3.4134 0.5218 0.08 0.08 -0.10
S 1.4870 1.9119 1.4481 -0.26 -0.15 0.15
C 3.1011 1.1695 1.7943 0.09 0.00 -0.03
C 3.4558 -0.0273 0.9141 -0.04 0.01 -0.01
N 3.0859 0.1635 -0.5020 -0.18 -0.09 0.01
H 4.0310 2.0254 -0.3711 -0.03 0.03 0.00
H 4.6801 1.0283 -1.6299 0.03 -0.03 0.01
H 2.7889 1.3530 -3.0649 0.00 -0.03 -0.01
H 3.3197 2.9220 -2.5053 0.04 0.03 0.02
H 0.9194 2.4044 -2.5365 0.00 0.05 -0.05
H 0.2920 3.7336 -0.8739 -0.04 0.01 0.03
H 1.8438 4.3021 -1.4236 0.03 0.04 0.00
H 1.5094 4.2627 1.0761 -0.01 0.02 0.01
H 2.9875 3.5261 0.5334 0.00 0.01 -0.01
H 3.0843 0.8467 2.8339 -0.02 -0.01 0.01
H 3.8476 1.9605 1.7404 0.01 -0.01 0.00
H 2.9209 -0.9098 1.2679 -0.04 -0.01 0.00
H 4.5241 -0.2313 1.0351 0.04 0.01 -0.04
H 3.3588 -0.6791 -0.9961 0.04 0.01 -0.04
O -5.8733 -0.1485 1.3190 -0.02 0.13 0.04
C -5.2938 1.1361 1.3703 0.11 -0.19 -0.08
C -3.8734 1.0238 0.8878 -0.20 -0.08 0.08
C -3.1233 2.1522 0.5996 0.13 0.16 -0.01
C -1.8215 1.9991 0.1702 -0.12 -0.05 0.01
N -1.2386 0.8076 0.0078 -0.07 0.01 -0.20
C -1.9596 -0.2865 0.3106 0.35 -0.44 0.00
C -3.2659 -0.2171 0.7453 -0.14 0.03 0.01
C -1.2270 -1.5888 0.2036 -0.15 0.45 0.04
C -1.8039 -2.7951 0.5442 -0.06 -0.12 0.06
C -1.0562 -3.9605 0.4794 -0.13 -0.11 0.03
C -1.6802 -5.2964 0.8164 -0.01 0.10 0.04
O -2.9628 -5.1606 1.3757 0.06 0.04 -0.03
C 0.2686 -3.8681 0.0663 0.16 -0.05 -0.03
C 0.7764 -2.6365 -0.2732 -0.07 0.10 0.03
N 0.0510 -1.5083 -0.2100 -0.02 -0.02 -0.03
H -6.7902 -0.0993 1.6072 0.00 -0.02 0.01
H -5.2732 1.5338 2.3905 -0.02 0.02 0.05
H -5.8281 1.8560 0.7446 -0.02 0.01 -0.05
H -3.5395 3.1466 0.7034 0.01 -0.03 0.00
H -1.2196 2.8678 -0.0462 0.01 0.02 -0.03
H -3.8321 -1.1066 0.9730 -0.02 0.04 0.00
H -2.8316 -2.8545 0.8685 0.02 -0.04 0.01
H -1.0023 -5.8638 1.4576 0.03 0.00 0.03
H -1.7756 -5.8586 -0.1151 -0.02 -0.04 -0.04
H -2.9187 -5.2671 2.3306 -0.02 -0.05 0.00
H 0.9045 -4.7435 0.0077 -0.04 0.03 0.00
H 1.8019 -2.5331 -0.6070 -0.01 0.00 -0.01
N 1.0504 -1.1272 -3.7630 0.08 -0.09 -0.32
C 1.0667 -0.5253 -2.7828 -0.20 -0.34 -0.44
H 1.0261 -1.6266 -4.6358 0.01 0.01 0.04